[1]
ORCA calculation (the ωB97M-V functional and the def2-TZVPD basis) on a 2-piece molecular cluster, C4H8Cl2Si overall at a distorted geometry.

The geometry in ORCA input format:
```
! RIJCOSX wB97M-V def2-TZVPD def2/J DEFGRID3
* xyz 0 1
C -2.371 -0.074 0.466
C -2.033 -1.062 1.022
C -2.675 1.181 -0.242
C 1.730 0.365 -1.231
Si 2.424 -0.192 0.500
Cl 3.190 -2.181 0.608
Cl 4.181 1.199 0.872
H 0.831 -0.105 0.524
H -2.023 -1.709 1.824
H -2.120 2.030 0.221
H -3.703 1.424 -0.010
H -2.451 1.169 -1.330
H 1.616 1.367 -0.978
H 2.104 0.185 -2.180
H 0.772 -0.046 -1.292
*
```

Results
Energy relative to the best compared isomer or geometry (same formula, charge and spin) (kJ/mol): 421.5
DFT total energy (Eh): -1367.0217

---

[2]
ORCA calculation (the ωB97M-V functional and the def2-TZVPD basis) on a 3-piece molecular cluster, C4H6N2O overall at a distorted geometry.

The geometry in ORCA input format:
```
! RIJCOSX wB97M-V def2-TZVPD def2/J DEFGRID3
* xyz 0 1
C -1.216 -0.653 0.006
C -2.171 2.817 1.477
C -0.104 -0.268 -0.212
C 1.204 0.281 -0.606
N -1.281 2.703 0.747
N 1.178 1.634 -0.518
O 2.114 -0.478 -0.893
H 1.264 -6.287 -1.268
H -2.122 -0.922 0.456
H -2.952 2.860 2.194
H 1.732 -5.910 -0.901
H 0.371 2.182 -0.346
H 1.983 2.041 -0.136
*
```

Results
Energy relative to the best compared isomer or geometry (same formula, charge and spin) (kJ/mol): 407.0
DFT total energy (Eh): -340.6399

---

[3]
ORCA calculation (the ωB97M-V functional and the def2-TZVPD basis) on a 2-piece molecular cluster, C5H10NO overall at a distorted geometry.

The geometry in ORCA input format:
```
! RIJCOSX wB97M-V def2-TZVPD def2/J DEFGRID3
* xyz 1 1
C -3.668 -0.330 -0.361
C -2.542 0.265 0.364
C 2.069 1.221 -0.375
C 2.432 -0.153 -0.038
C 3.168 -1.219 -0.043
N 1.215 0.378 0.508
O -1.380 0.038 0.022
H -3.776 -1.329 0.106
H -4.550 0.228 -0.133
H -2.836 0.771 1.222
H 2.756 1.943 -0.070
H 1.810 1.471 -1.434
H 4.115 -1.383 -0.690
H -3.281 -0.300 -1.305
H 2.914 -2.165 0.496
H 1.294 0.576 1.517
H 0.259 -0.013 0.215
*
```

Results
Energy relative to the best compared isomer or geometry (same formula, charge and spin) (kJ/mol): 354.7
DFT total energy (Eh): -326.1467

---

[4]
ORCA calculation (the ωB97M-V functional and the def2-TZVPD basis) on C15H26N6O7Pb as an isolated structure at a distorted geometry.

The geometry in ORCA input format:
```
! RIJCOSX wB97M-V def2-TZVPD def2/J DEFGRID3
* xyz 0 1
O -1.764 -0.517 -4.029
H -0.899 -0.231 -4.441
Pb -0.019 -0.265 -0.455
N -2.252 0.472 -0.494
N -0.078 2.043 -0.675
N 0.054 -2.080 0.895
N 1.818 -0.112 0.977
O -3.231 -0.278 -0.324
O -0.805 -3.189 0.821
O 2.753 0.907 1.054
O 0.960 2.792 -0.601
C -1.188 2.426 -1.416
C -2.316 1.571 -1.357
C 1.109 -2.246 1.702
C 2.081 -1.178 1.744
C -3.561 1.607 -2.140
H -3.586 0.688 -2.751
H -3.578 2.467 -2.807
H -4.432 1.623 -1.462
C -1.057 3.599 -2.310
H -0.210 3.424 -2.996
H -0.856 4.507 -1.718
H -1.971 3.735 -2.898
C 1.176 -3.471 2.532
C 3.306 -1.282 2.593
H 0.477 -4.218 2.118
H 0.908 -3.230 3.580
H 2.206 -3.863 2.543
H 3.749 -0.287 2.748
H 4.059 -1.946 2.124
H 3.056 -1.726 3.573
H -1.663 -2.853 0.452
H 2.334 1.672 0.586
C 1.480 -0.723 -2.133
H 0.650 -0.912 -2.861
H 2.109 -1.618 -1.950
H 2.116 0.133 -2.415
O -2.413 -2.986 -2.307
H -2.589 -2.509 -3.145
H -1.436 -2.976 -2.243
N -1.111 3.276 6.490
C -1.575 2.047 6.147
O -2.211 1.312 6.902
C -1.243 1.653 4.726
C -0.513 2.425 3.806
C -0.269 1.937 2.508
N -0.738 0.749 2.099
C -1.447 -0.007 2.954
C -1.705 0.415 4.265
H -1.296 3.613 7.435
H -0.609 3.857 5.857
H -0.110 3.403 4.045
H 0.316 2.544 1.801
H -1.806 -0.979 2.589
H -2.270 -0.235 4.919
*
```

Results
DFT total energy (Eh): -1634.8237

---

[5]
ORCA calculation (the ωB97M-V functional and the def2-TZVPD basis) on a 5-piece molecular cluster, H9O5 overall at a distorted geometry.

The geometry in ORCA input format:
```
! RIJCOSX wB97M-V def2-TZVPD def2/J DEFGRID3
* xyz -1 1
O -1.231 -0.166 -0.598
H -1.222 -0.815 -1.317
O -0.804 2.239 -2.121
H -1.241 1.711 -1.423
H -0.415 1.476 -2.581
O -2.212 0.229 2.509
H -2.521 -0.143 1.669
H -1.358 0.530 2.212
O 1.194 -0.187 0.068
H -0.274 -0.363 -0.241
H 1.529 0.606 -0.380
O 3.085 -2.044 0.312
H 2.516 -1.261 0.070
H 2.539 -2.590 0.870
*
```

Results
Energy relative to the best compared isomer or geometry (same formula, charge and spin) (kJ/mol): 50.9
DFT total energy (Eh): -381.6434

---

[6]
ORCA calculation (the ωB97M-V functional and the def2-TZVPD basis) on a 2-piece molecular cluster, C2BrF3N2 overall at a distorted geometry.

The geometry in ORCA input format:
```
! RIJCOSX wB97M-V def2-TZVPD def2/J DEFGRID3
* xyz 0 1
C 0.803 -0.269 -1.350
C 0.146 -0.620 -0.189
N -1.327 1.554 1.682
N -1.839 0.844 2.350
F 2.115 -0.440 -1.345
F 0.337 0.078 -2.552
F -1.168 -0.538 -0.043
Br 0.933 -0.611 1.447
*
```

Results
Energy relative to the best compared isomer or geometry (same formula, charge and spin) (kJ/mol): 0.0
DFT total energy (Eh): -3059.3079